1.
Formula: C37H48ClN7O3RhSSi
Source: OMol25
Level of theory: the ωB97M-V functional and the def2-TZVPD basis

Cartesian coordinates (Å):
C (0.29, 5.19, -4.05)
H (0.98, -7.83, 2.40)
H (2.41, -7.23, 0.08)
H (-0.22, 3.90, -5.74)
C (3.14, -0.84, 4.24)
C (-0.33, -0.19, -1.39)
H (2.56, 6.51, -1.88)
H (2.59, -5.55, -0.10)
C (0.91, -6.03, 1.25)
C (2.31, -6.35, 0.65)
C (-0.08, 2.06, -2.46)
H (1.98, -0.21, 0.73)
H (6.36, -1.73, -0.04)
C (1.78, 6.46, -2.60)
C (1.21, 0.05, 0.00)
H (-2.19, 3.83, -4.49)
H (1.37, 3.02, 4.81)
H (-4.50, 3.99, -1.97)
H (-3.31, -0.55, 1.90)
N (-1.64, -3.69, 0.94)
C (-0.83, -6.71, 2.84)
C (0.69, -0.78, 4.07)
O (3.16, -3.69, 3.23)
H (5.41, -2.33, -2.31)
H (2.06, 4.44, -3.04)
H (-2.45, 5.07, -0.90)
C (-4.48, -3.86, 2.01)
H (0.52, 1.94, -3.40)
C (-1.13, -4.80, 1.42)
H (4.01, 0.88, 5.24)
Rh (0.46, -3.06, 0.00)
H (-1.67, 5.12, -2.55)
H (4.59, -1.93, 1.92)
C (-0.47, 6.33, -4.23)
C (-3.87, 3.36, -2.65)
Si (-3.18, -2.92, 1.08)
C (-1.55, -5.58, 2.47)
H (-1.27, 6.27, -4.92)
C (-1.80, 4.54, -1.62)
H (-1.77, 2.33, -0.09)
H (-1.92, 0.74, -4.06)
H (-2.76, -2.77, -1.31)
S (1.92, -3.01, 3.00)
C (4.81, -2.26, -1.45)
H (-2.18, -1.51, 2.90)
H (-4.67, -4.78, 1.46)
C (0.96, 7.57, -2.77)
C (3.09, 0.41, 4.90)
N (1.12, 1.20, -0.61)
C (4.37, -2.06, 0.90)
H (-0.73, 8.40, -3.58)
C (0.36, -6.97, 2.21)
C (3.49, -2.63, -1.63)
H (-4.40, -3.47, -1.14)
O (-1.99, 1.01, -3.17)
H (-3.54, 2.60, -0.31)
H (-1.14, -7.35, 3.54)
C (-3.70, -2.67, -0.76)
H (3.16, -6.30, 1.44)
Cl (1.43, 9.06, -1.96)
N (0.20, -5.05, 0.82)
H (0.76, 3.20, -4.60)
H (0.31, 2.96, -1.95)
N (0.08, 1.04, -1.46)
C (0.71, 0.49, 4.53)
C (-2.42, 3.14, -1.99)
H (-0.22, -1.28, 3.72)
H (-3.93, 3.89, -3.58)
O (0.67, -3.58, 3.33)
H (-5.44, -3.32, 1.85)
H (-4.16, -1.68, -0.82)
C (-0.12, 3.88, -4.67)
C (1.43, 5.28, -3.23)
C (-1.47, 2.36, -2.99)
H (-1.62, 2.37, -5.08)
H (-0.89, 4.42, -1.12)
C (-2.63, 2.28, -0.75)
H (-1.62, -0.89, 1.35)
N (0.33, -0.83, -0.43)
C (3.04, -2.56, 0.59)
C (1.87, 1.04, 5.08)
H (-4.21, 2.34, -2.78)
H (-2.45, -5.42, 3.04)
H (-4.37, -4.07, 3.10)
N (2.71, -2.82, -0.62)
H (-2.82, 1.25, -1.07)
C (-2.50, -1.28, 1.92)
H (-0.28, 0.96, 4.66)
C (5.26, -2.00, -0.14)
N (1.92, -2.67, 1.42)
H (4.05, -1.45, 4.06)
C (-0.12, 7.52, -3.56)
H (2.78, 2.83, 5.82)
C (-1.40, 3.12, -4.30)
H (1.10, 2.47, 6.46)
H (-1.16, -0.72, -1.83)
C (1.78, 2.44, 5.62)
H (3.22, -2.89, -2.66)
C (1.94, -1.44, 3.80)

## Properties
Spin multiplicity: 5
Total energy (eV): -89956.3414
Net charge: +1
Lowest unoccupied orbital energy (spin up / spin down) (eV): -1.982 / -4.927


2.
Formula: C6H13DyO4
Source: OMol25
Level of theory: the ωB97M-V functional and the def2-TZVPD basis

Cartesian coordinates (Å):
H (3.10, 0.31, 1.36)
H (2.44, -3.80, 1.17)
H (2.18, -4.91, 2.57)
H (4.34, 0.52, 2.61)
O (-2.25, -2.26, 1.36)
H (-3.15, -0.45, 1.31)
H (1.56, -2.94, 4.24)
H (-2.80, -0.71, 3.89)
H (3.42, 1.93, 2.04)
H (0.52, -0.79, 2.33)
O (0.81, -3.37, 2.36)
C (3.32, 0.86, 2.31)
Dy (-1.48, -3.92, 2.75)
H (1.08, -4.98, 1.15)
H (-1.54, 0.23, 3.10)
C (1.69, -4.32, 1.78)
H (2.45, -2.20, 2.85)
C (1.46, -2.46, 3.25)
C (-2.52, -1.17, 1.85)
H (0.77, -0.79, 4.37)
O (-0.99, -1.72, 3.59)
O (2.37, 0.64, 3.28)
C (-1.95, -0.79, 3.18)
C (0.64, -1.19, 3.35)

## Properties
Spin multiplicity: 7
ΔE to the lowest compared entry with this formula, charge and spin (kcal per mole): 86.8
Total energy (eV): -38694.3288
Net charge: +1
Lowest unoccupied orbital energy (spin up / spin down) (eV): -4.425 / -5.484


3.
Formula: C19H27N2O2
Source: OMol25
Level of theory: the ωB97M-V functional and the def2-TZVPD basis

Cartesian coordinates (Å):
C (0.64, -0.61, -1.06)
H (-0.40, -2.11, 0.04)
C (2.67, -1.28, -2.34)
H (-4.29, 0.08, -1.33)
H (-2.48, -3.25, -0.89)
H (-0.75, 2.96, 4.51)
H (-5.66, -1.80, -1.50)
H (0.21, 3.47, -0.70)
C (2.23, -2.33, -0.20)
H (-0.09, 4.58, 4.10)
C (1.86, -1.38, -1.18)
H (-1.80, 4.19, 3.73)
H (-2.53, -2.92, 0.85)
O (1.38, 2.30, 3.23)
C (2.33, 2.96, -0.88)
H (-4.79, -3.30, 0.92)
C (-4.22, -0.58, -0.45)
C (-1.77, -0.55, -0.55)
H (1.27, 4.25, 0.50)
H (3.85, 1.98, 0.37)
H (3.07, 3.77, -0.92)
H (3.22, 0.95, -0.93)
H (2.34, -0.62, -3.16)
H (3.65, -3.81, 0.43)
H (4.41, -1.98, -3.40)
C (-4.50, -2.99, -0.09)
C (2.93, 1.72, -0.19)
C (0.82, 2.15, 0.88)
C (-0.79, 3.79, 3.80)
H (-4.38, 0.05, 0.43)
C (-0.49, -1.14, -0.46)
C (-2.99, -2.66, -0.11)
C (3.81, -2.06, -2.49)
H (-1.86, 0.50, -0.85)
H (2.25, 0.81, 1.57)
H (-4.72, -3.81, -0.77)
C (4.18, -2.97, -1.49)
H (1.57, -2.47, 0.67)
C (1.09, 3.34, -0.07)
H (2.05, 2.69, -1.90)
C (0.62, 2.60, 2.33)
H (-6.08, -1.50, 0.19)
C (3.39, -3.10, -0.35)
H (0.56, 0.31, -1.63)
H (-0.13, 1.67, 0.62)
O (-0.49, 3.35, 2.47)
C (-5.25, -1.71, -0.48)
N (-2.91, -1.22, -0.36)
H (5.08, -3.57, -1.60)
N (1.90, 1.24, 0.72)

## Properties
ΔE to the lowest compared entry with this formula, charge and spin (kcal per mole): 18.0
Total energy (eV): -27209.7185
Net charge: +1
Lowest unoccupied orbital energy (eV): -4.363


4.
Formula: C23H14F3N2O4S2
Source: OMol25
Level of theory: the ωB97M-V functional and the def2-TZVPD basis

Cartesian coordinates (Å):
C (1.41, -2.80, 4.62)
C (-3.51, 1.58, 2.89)
S (1.06, 0.58, 0.03)
F (1.42, -1.73, 5.45)
C (2.59, -0.19, -0.51)
C (-3.22, -2.06, -0.32)
H (-4.56, 1.85, 2.68)
H (-1.46, 1.38, 0.06)
N (-6.07, -0.98, -2.13)
C (-3.12, 0.33, -0.76)
H (-0.30, 2.93, 2.86)
H (-3.58, 1.22, -1.19)
C (-5.06, -0.96, -1.54)
C (-2.48, 2.52, 2.67)
C (-3.80, -0.90, -0.86)
O (1.57, 0.64, 3.60)
H (4.16, -0.85, -3.44)
O (1.40, 1.54, 1.05)
C (0.44, 0.23, 3.46)
C (-3.21, 0.29, 3.32)
C (-0.86, 0.93, 3.38)
S (1.36, -2.30, 2.92)
F (2.55, -3.50, 4.85)
C (0.13, -0.72, 0.72)
C (3.99, -0.84, -2.36)
C (-1.87, -0.03, 3.48)
C (3.51, -0.69, 0.40)
C (-1.13, 2.22, 2.95)
F (0.33, -3.57, 4.93)
C (-1.97, -2.00, 0.28)
H (2.15, 0.24, -2.59)
H (3.32, -0.58, 1.47)
H (-3.74, -3.02, -0.39)
O (-1.89, -2.42, 3.15)
H (5.80, -1.88, -1.84)
C (4.90, -1.39, -1.46)
H (5.38, -1.74, 0.64)
C (-1.91, 0.40, -0.12)
C (2.84, -0.22, -1.89)
H (-2.72, 3.51, 2.28)
H (-3.96, -0.49, 3.49)
N (0.10, -1.12, 3.28)
H (-1.52, -2.89, 0.72)
C (4.67, -1.32, -0.08)
C (-1.28, -1.38, 3.32)
H (0.65, -1.64, 0.98)
C (-1.23, -0.78, 0.31)
O (0.53, 1.03, -1.23)

## Properties
ΔE to the lowest compared entry with this formula, charge and spin (kcal per mole): 24.2
Total energy (eV): -65071.6320
Net charge: -1
Lowest unoccupied orbital energy (eV): 2.060


What did the fourth record say?
Formula: C23H14F3N2O4S2
Source: OMol25
Level of theory: the ωB97M-V functional and the def2-TZVPD basis

Cartesian coordinates (Å):
C (1.41, -2.80, 4.62)
C (-3.51, 1.58, 2.89)
S (1.06, 0.58, 0.03)
F (1.42, -1.73, 5.45)
C (2.59, -0.19, -0.51)
C (-3.22, -2.06, -0.32)
H (-4.56, 1.85, 2.68)
H (-1.46, 1.38, 0.06)
N (-6.07, -0.98, -2.13)
C (-3.12, 0.33, -0.76)
H (-0.30, 2.93, 2.86)
H (-3.58, 1.22, -1.19)
C (-5.06, -0.96, -1.54)
C (-2.48, 2.52, 2.67)
C (-3.80, -0.90, -0.86)
O (1.57, 0.64, 3.60)
H (4.16, -0.85, -3.44)
O (1.40, 1.54, 1.05)
C (0.44, 0.23, 3.46)
C (-3.21, 0.29, 3.32)
C (-0.86, 0.93, 3.38)
S (1.36, -2.30, 2.92)
F (2.55, -3.50, 4.85)
C (0.13, -0.72, 0.72)
C (3.99, -0.84, -2.36)
C (-1.87, -0.03, 3.48)
C (3.51, -0.69, 0.40)
C (-1.13, 2.22, 2.95)
F (0.33, -3.57, 4.93)
C (-1.97, -2.00, 0.28)
H (2.15, 0.24, -2.59)
H (3.32, -0.58, 1.47)
H (-3.74, -3.02, -0.39)
O (-1.89, -2.42, 3.15)
H (5.80, -1.88, -1.84)
C (4.90, -1.39, -1.46)
H (5.38, -1.74, 0.64)
C (-1.91, 0.40, -0.12)
C (2.84, -0.22, -1.89)
H (-2.72, 3.51, 2.28)
H (-3.96, -0.49, 3.49)
N (0.10, -1.12, 3.28)
H (-1.52, -2.89, 0.72)
C (4.67, -1.32, -0.08)
C (-1.28, -1.38, 3.32)
H (0.65, -1.64, 0.98)
C (-1.23, -0.78, 0.31)
O (0.53, 1.03, -1.23)

## Properties
ΔE to the lowest compared entry with this formula, charge and spin (kcal per mole): 24.2
Total energy (eV): -65071.6320
Net charge: -1
Lowest unoccupied orbital energy (eV): 2.060